Entry 1:
{"formula": "C3H2O3Sr", "method": "ωB97M-V with the def2-TZVPD basis set", "total_charge": 1, "multiplicity": 2, "relative_energy_ev": 4.4780, "s_squared": 0.7502, "lumo_energy_ev": [-3.26, -3.87], "gap_ev": [6.20, 9.74], "symbols": ["H", "Sr", "O", "O", "C", "C", "C", "H", "O"], "xyz": [[1.938, 0.896, -1.187], [-4.059, -1.555, 0.349], [-1.905, -0.218, -0.133], [-0.046, 0.986, -0.449], [1.419, -0.544, 0.372], [1.339, 0.708, -0.292], [-0.704, -0.082, -0.107], [1.871, 0.772, 0.953], [0.147, -0.963, 0.494]], "atomic_forces_ev_per_a": [[0.347, 0.782, 0.859], [0.341, 0.229, -0.088], [-0.177, -0.448, -0.296], [0.168, 0.914, -1.199], [1.318, -0.950, -0.775], [-0.053, -1.362, 1.487], [-0.431, 0.228, 1.526], [-0.825, 0.659, -1.829], [-0.686, -0.051, 0.314]]}

Entry 2:
{"formula": "C9H12BrO3P", "method": "ωB97M-V with the def2-TZVPD basis set", "relative_energy_ev": 0.0593, "lumo_energy_ev": [-0.66, -1.01], "gap_ev": [7.76, 6.48], "symbols": ["C", "O", "C", "H", "O", "H", "O", "H", "C", "C", "H", "H", "H", "H", "H", "C", "P", "Br", "C", "C", "H", "C", "H", "H", "H", "C"], "xyz": [[1.213, -0.273, -2.445], [1.664, 0.274, 0.372], [2.062, 3.147, 0.730], [2.927, 2.626, 0.468], [1.024, 2.748, -0.141], [1.786, 2.787, 1.738], [0.822, 0.997, -1.966], [-2.907, -3.121, 0.876], [-2.545, -1.139, 1.109], [-0.538, -0.446, 2.329], [1.964, -0.141, -3.388], [2.036, 4.272, 0.657], [-3.415, -0.844, 0.475], [0.403, -0.704, -3.019], [-2.585, 1.431, 0.281], [-1.729, -0.121, 1.608], [0.731, 1.199, -0.381], [-1.329, 2.728, 1.978], [-2.218, -2.507, 1.333], [-1.990, 1.217, 1.160], [-0.862, -3.807, 2.633], [-0.346, -1.804, 2.763], [0.047, 0.391, 2.727], [1.592, -0.705, -1.544], [0.506, -2.174, 3.321], [-1.154, -2.769, 2.267]], "atomic_forces_ev_per_a": [[1.472, 0.846, -3.098], [-1.041, 1.075, -0.693], [-1.738, 1.269, 1.388], [1.814, -0.157, -0.504], [-0.818, -0.470, -1.374], [0.268, 0.591, -0.183], [-0.376, 1.590, -0.301], [-0.850, -2.176, -0.537], [0.158, -1.625, -0.454], [-1.250, -0.943, 1.504], [-0.970, -0.049, 2.748], [0.646, -1.323, 0.269], [0.750, -0.467, 0.553], [-0.588, -0.626, 0.802], [-0.190, -0.136, 0.284], [1.502, 0.302, 0.097], [0.630, -1.001, 1.121], [-0.041, 0.496, 0.598], [1.171, 3.840, 1.958], [0.506, -0.398, -0.685], [-0.894, 1.178, -0.936], [0.460, 2.652, -1.091], [0.077, -0.572, -0.347], [0.566, -1.712, -0.343], [0.035, 0.664, 0.271], [-1.298, -2.848, -1.046]]}

Entry 3:
{"formula": "C8H11NO", "method": "ωB97M-V with the def2-TZVPD basis set", "relative_energy_ev": 5.5403, "lumo_energy_ev": -1.50, "gap_ev": 7.70, "symbols": ["C", "H", "C", "H", "H", "C", "H", "C", "H", "H", "C", "C", "H", "H", "O", "N", "C", "H", "C", "H", "H"], "xyz": [[3.390, -0.218, 0.173], [1.520, 2.591, 0.297], [1.239, -0.721, -0.582], [-0.048, 0.937, -0.618], [0.376, -1.323, -0.818], [2.507, -1.145, -0.201], [-1.155, -0.070, 0.112], [3.291, 1.188, 0.235], [-1.748, -1.137, -1.264], [4.336, -0.772, 0.293], [-3.249, 0.217, -0.172], [0.944, 0.674, -0.512], [4.225, 1.912, 0.237], [2.783, -2.118, -0.042], [-3.631, 0.951, -1.078], [-3.754, 0.231, 1.015], [-1.981, -0.659, -0.317], [-2.047, -1.388, 0.560], [1.908, 1.607, -0.012], [-4.248, -1.340, 1.501], [-4.659, 0.583, 1.193]], "atomic_forces_ev_per_a": [[4.423, 1.407, 0.217], [0.575, -0.282, -0.672], [-0.406, 1.922, 0.145], [-1.461, 1.070, -0.559], [0.393, -0.622, -0.210], [-3.740, 1.215, -0.499], [-0.512, -0.093, -0.718], [-1.612, 0.269, -1.325], [-0.289, 0.354, 0.000], [0.249, 1.222, 0.463], [2.280, -0.489, -5.224], [3.616, -1.080, 1.655], [-2.303, -1.671, 0.641], [0.327, -2.422, -0.169], [0.065, -0.101, 0.510], [-2.470, -4.975, 5.927], [-0.677, -0.408, 3.098], [0.000, 0.220, -1.554], [0.728, -0.712, 0.085], [1.730, 4.170, -1.339], [-0.915, 1.005, -0.474]]}

Entry 4:
{"formula": "C22H44Cl2O3Si", "method": "ωB97M-V with the def2-TZVPD basis set", "relative_energy_ev": 6.0683, "lumo_energy_ev": 0.05, "gap_ev": 9.12, "smiles": "C#CC[Si@@H](COCOCCO)/C(Cl)=C(\\C)Cl.CCCCCC.CCCCCC", "symbols": ["H", "C", "H", "O", "O", "H", "H", "H", "C", "C", "C", "H", "C", "H", "H", "C", "C", "H", "C", "H", "C", "H", "C", "C", "C", "C", "C", "H", "H", "C", "H", "C", "H", "H", "H", "O", "H", "C", "H", "Si", "H", "H", "C", "H", "H", "H", "H", "Cl", "C", "Cl", "H", "H", "H", "H", "H", "H", "H", "H", "H", "H", "H", "H", "C", "H", "C", "H", "H", "H", "H", "H", "C", "H"], "xyz": [[-1.837, -2.883, 0.648], [0.285, 3.202, -4.518], [-3.687, -4.196, 1.890], [4.344, 2.496, 1.926], [5.671, -0.458, 3.112], [0.625, 0.772, -6.998], [-7.481, -4.655, -1.568], [4.913, -0.674, 2.466], [1.571, 0.721, 0.850], [-0.124, 2.914, 2.550], [1.171, 0.621, -6.062], [-1.157, 0.909, 0.994], [0.740, -0.684, 4.295], [6.611, 1.161, 4.161], [1.091, 3.052, -1.126], [2.288, -0.125, 4.236], [-2.576, -2.626, -0.118], [-0.389, 4.065, -4.440], [0.405, 3.045, -1.978], [1.937, 1.397, -5.980], [-5.397, -4.929, -1.082], [-4.018, -1.835, 1.248], [3.809, 1.706, 0.778], [-0.298, -0.226, 3.333], [1.184, 3.161, -3.279], [5.644, 0.963, 3.497], [0.224, 0.640, -4.872], [4.122, 0.579, 0.798], [6.203, 1.542, 1.267], [-6.853, -4.756, -0.678], [-1.292, 1.842, -3.936], [1.187, 3.424, 3.395], [-0.169, 2.114, -1.932], [-7.205, -5.623, -0.110], [-5.367, -3.817, 1.573], [2.361, 1.957, 0.747], [-1.062, 2.962, 3.280], [2.268, 3.909, 4.172], [0.910, 3.386, -5.399], [-0.024, 1.079, 1.940], [-0.490, -0.186, -4.983], [-0.288, 3.885, -1.862], [-0.565, 1.945, -4.748], [1.905, 2.339, -3.353], [2.385, 1.044, 4.225], [-3.451, -5.340, -0.266], [6.385, 2.917, 2.561], [-2.019, -0.992, 3.491], [-3.979, -2.605, 0.468], [0.292, -1.959, 5.607], [0.782, 0.440, -3.954], [1.774, 4.084, -3.249], [-0.317, 3.661, 1.651], [-4.769, -6.014, 0.667], [-2.491, -3.346, -0.937], [1.682, -0.345, -6.120], [-5.078, -4.076, -1.687], [-5.319, -5.810, -1.731], [-4.697, -2.298, -0.301], [-6.998, -3.861, -0.067], [2.855, -0.618, 3.335], [3.229, 4.366, 4.703], [-4.457, -5.122, 0.109], [4.730, 1.273, 4.161], [-4.393, -3.942, 1.088], [-1.155, 2.093, -5.662], [-2.320, -1.639, -0.518], [4.262, 2.206, -0.207], [1.225, 0.452, -0.260], [2.798, -0.484, 5.252], [5.704, 2.004, 2.231], [2.146, -0.206, 1.273]], "atomic_forces_ev_per_a": [[-0.057, -0.004, -0.073], [0.054, -0.033, -0.074], [-0.067, 0.057, -0.085], [1.010, -2.359, -1.476], [-1.635, 1.111, -0.819], [0.075, 0.022, 0.065], [-0.027, -0.012, 0.128], [1.723, 0.816, 1.628], [-0.225, -0.583, -1.012], [0.634, 1.579, 1.542], [0.160, -0.111, 0.007], [-0.017, 0.002, 0.286], [-2.390, 1.498, -2.658], [-2.004, -0.753, -1.500], [-0.119, 0.004, -0.030], [-0.224, -0.901, 1.340], [0.077, 0.112, -0.155], [0.089, -0.088, 0.008], [0.116, -0.063, 0.253], [-0.056, -0.054, -0.054], [0.073, -0.248, 0.057], [-0.042, -0.081, -0.098], [0.051, 1.942, -0.778], [2.438, -2.339, 3.786], [-0.038, 0.152, -0.112], [0.828, 1.039, -0.024], [-0.259, 0.000, -0.105], [-0.863, 1.954, 0.239], [-0.898, 0.688, 1.991], [-0.119, 0.098, -0.113], [0.033, 0.030, -0.038], [6.870, 3.377, 5.112], [-0.023, 0.082, 0.001], [0.012, 0.098, -0.010], [0.051, -0.038, -0.021], [2.126, -2.368, 0.514], [1.996, 0.048, -1.490], [-7.265, -3.168, -5.551], [-0.063, -0.014, 0.026], [0.266, 0.033, -0.360], [0.080, 0.097, 0.080], [0.000, -0.107, -0.028], [-0.017, 0.052, 0.088], [-0.067, 0.054, -0.038], [-0.592, -2.216, -0.277], [-0.039, 0.018, 0.040], [-1.658, -1.725, -0.739], [2.349, 1.163, -0.303], [-0.039, -0.008, 0.190], [0.925, 2.033, -2.070], [-0.008, 0.027, 0.043], [-0.021, -0.126, -0.040], [0.552, -1.583, 1.892], [0.009, 0.059, -0.067], [0.033, 0.058, 0.081], [-0.006, 0.105, -0.081], [0.042, 0.013, 0.016], [0.041, 0.129, 0.048], [0.032, -0.064, 0.072], [-0.025, -0.090, -0.025], [-1.177, 0.963, 1.823], [-2.785, -1.372, -1.567], [0.085, 0.044, 0.014], [1.501, -0.757, -1.362], [-0.069, -0.003, -0.004], [0.051, -0.042, 0.068], [0.058, -0.100, 0.024], [-0.901, -1.160, 1.969], [0.613, 0.341, 2.365], [-1.029, 0.694, -2.368], [0.536, 0.174, 0.606], [-0.766, 1.804, -0.797]]}

So what do the calculations give for E_tot? Going down the list: -371.5607, -3491.1423, -441.2440, -2299.9091 Eh.